Entry 1:
This record from the OMol25 dataset describes a structure of composition C45H118BeN9O13 at a distorted geometry. The level of theory is ωB97M-V/def2-TZVPD.

Relative energy (zero: lowest compared OMol25 entry of this formula, charge and spin) = 294.0 kJ/mol
Total charge = +1

Each line ends with the Mulliken charge.
Cartesian coordinates (Å):
Be -3.80064 -19.69437 27.18218  0.936
C -3.13811 -21.65156 22.61781  0.088
C -2.42174 -21.61638 23.99807  1.292
C -0.89065 -21.59110 23.89284  -1.161
O -2.96256 -20.67706 24.89725  0.469
H -2.95311 -20.88367 21.86667  -0.010
H -4.20768 -21.53086 22.78970  -0.378
H -3.02230 -22.64958 22.19514  0.171
H -2.65763 -22.61106 24.37632  -1.193
H -0.34846 -22.40852 23.41748  0.203
H -0.49717 -21.44787 24.89920  -0.049
H -0.61453 -20.67902 23.36373  0.098
C -0.19259 -24.79929 15.07999  -0.694
O -0.93728 -23.62171 15.03838  -0.366
C -2.35390 -23.77758 15.04776  -0.649
C -2.97800 -22.48423 15.56854  -0.703
N -2.43692 -22.11830 16.86083  -0.243
C -2.79908 -20.74007 17.29528  -1.307
C -2.19762 -20.29632 18.65087  0.938
O -0.77723 -20.27291 18.62492  -0.492
C -0.17504 -20.12300 19.94821  -0.507
H -0.31556 -25.29902 16.04084  0.219
H 0.88270 -24.66074 14.96752  0.271
H -0.41388 -25.51537 14.28856  0.328
H -2.64149 -24.62222 15.67384  0.323
H -2.76409 -23.93118 14.04964  0.436
H -4.05706 -22.63773 15.55540  0.181
H -2.77154 -21.67708 14.86570  0.534
H -1.43628 -22.21400 16.76256  0.255
H -3.88130 -20.68078 17.41088  0.340
H -2.52567 -20.03124 16.51368  0.562
H -2.43927 -21.08703 19.36114  -0.681
H -2.63125 -19.34099 18.94653  0.425
H -0.10526 -21.08022 20.46489  0.061
H -0.71254 -19.44433 20.61047  0.170
H 0.82164 -19.68612 19.88608  0.424
C 2.00719 -19.34025 25.85895  -0.285
O 3.18816 -19.82132 25.29314  -0.383
C 4.28873 -19.41889 26.11683  -0.214
C 5.66736 -19.95993 25.69817  -1.105
N 6.18213 -19.38019 24.44002  -0.346
C 6.52306 -17.96549 24.47729  -0.662
C 7.56278 -17.51818 25.47474  -0.685
O 7.01471 -17.55596 26.78943  -0.201
C 7.78976 -16.85185 27.71538  -0.825
H 1.95495 -18.27658 25.62659  0.263
H 1.93458 -19.55685 26.92474  0.270
H 1.25886 -19.92349 25.32236  0.076
H 4.14755 -19.81285 27.12329  0.219
H 4.27701 -18.32951 26.15173  0.359
H 5.63621 -21.04850 25.74459  0.418
H 6.38976 -19.93232 26.51394  0.334
H 5.52826 -19.57877 23.69630  0.312
H 5.63966 -17.32789 24.51147  0.321
H 6.86763 -17.80041 23.45644  0.450
H 8.01339 -16.58099 25.14804  0.494
H 8.39300 -18.22296 25.52087  0.353
H 7.21340 -16.99649 28.62916  0.220
H 7.96194 -15.80166 27.47970  0.304
H 8.74625 -17.35510 27.85665  0.333
C -0.90421 -17.98866 28.94474  -0.918
O -1.45715 -19.15566 28.29093  -0.034
C -0.88921 -20.35591 28.73430  -0.742
C -1.35968 -21.63850 28.05688  -0.637
N -2.77755 -21.85872 28.43243  0.082
C -3.42639 -22.88970 27.69208  0.322
C -4.86928 -22.88580 28.10070  -1.080
O -5.44339 -21.61605 27.77572  -0.039
C -6.73747 -21.48762 28.39060  -1.013
H -0.00912 -17.53220 28.52216  0.265
H -0.78687 -18.01628 30.02805  0.376
H -1.72174 -17.27707 28.82907  0.279
H -1.08868 -20.50402 29.79561  0.447
H 0.18661 -20.41052 28.56779  0.369
H -0.80237 -22.53001 28.34451  0.623
H -1.30093 -21.52085 26.97484  -0.117
H -2.71726 -22.15717 29.39545  0.312
H -3.09794 -23.91355 27.87083  0.560
H -3.38529 -22.79559 26.60693  -0.977
H -4.93412 -23.05967 29.17479  0.526
H -5.35977 -23.69559 27.56056  0.482
H -6.99083 -20.45536 28.63215  0.250
H -6.89759 -22.03604 29.31887  0.416
H -7.44053 -21.92205 27.67990  0.309
C -0.91538 -17.54069 24.07799  -1.414
C -1.47284 -17.38678 25.51150  1.186
C -1.34200 -15.92048 25.92173  -0.991
O 0.00440 -15.50417 25.75687  -0.367
C 0.44655 -14.46843 26.58287  -0.786
N -2.82379 -17.83356 25.47111  0.703
H 0.10360 -17.15520 24.04371  0.581
H -1.59560 -16.94658 23.46772  0.174
H -0.90683 -18.59568 23.80411  0.179
H -0.97698 -18.03467 26.23431  -0.056
H -1.67741 -15.90020 26.95864  0.359
H -2.07119 -15.33161 25.36531  0.294
H -0.34222 -13.71703 26.61945  0.321
H 1.28884 -13.89797 26.19144  0.282
H 0.71518 -14.84187 27.57104  0.245
H -3.30172 -17.26686 24.78516  -0.315
H -2.73756 -18.71868 24.99233  -0.158
C -5.97197 -15.14080 25.26328  -1.210
C -5.14283 -14.58598 24.09138  0.845
C -4.88247 -15.64573 22.93688  -0.997
O -4.44323 -16.87373 23.43991  0.364
C -4.48265 -17.93384 22.46356  -1.270
N -5.79363 -13.30761 23.66780  -0.764
H -6.15595 -14.38771 26.02951  0.477
H -5.54211 -16.01732 25.74809  -0.074
H -6.93925 -15.48258 24.89495  0.364
H -4.19061 -14.31816 24.54926  -0.017
H -4.08511 -15.16771 22.36783  0.331
H -5.77028 -15.77902 22.31872  0.351
H -5.48265 -18.10465 22.06490  0.577
H -4.12030 -18.86695 22.89496  -0.059
H -3.83904 -17.69420 21.61713  0.613
H -5.14820 -12.77838 23.09909  0.284
H -5.92068 -12.68922 24.45618  0.291
C -7.35485 -24.09334 19.49314  -0.892
C -7.54075 -23.04145 18.38965  0.024
C -7.36185 -21.61528 18.87739  -0.859
O -6.04269 -21.49107 19.43873  0.409
C -5.84118 -20.26174 20.08832  -0.974
N -6.67464 -23.29487 17.23282  -0.670
H -8.06786 -23.78405 20.25738  0.404
H -6.36532 -24.04342 19.94749  -0.175
H -7.56507 -25.11606 19.18019  0.410
H -8.58568 -23.02697 18.07982  0.434
H -8.10092 -21.42957 19.65673  0.428
H -7.62558 -20.88106 18.11616  0.346
H -6.18901 -19.43866 19.46409  0.478
H -4.78889 -20.24502 20.37205  -0.095
H -6.45096 -20.18068 20.98815  0.370
H -5.73805 -23.37430 17.60241  0.324
H -6.71057 -22.55359 16.54775  0.338
C -3.55763 -25.25507 20.61138  -1.310
C -2.83784 -24.22996 19.74376  2.275
C -1.50484 -24.87630 19.09994  -1.034
O -0.55249 -25.31299 20.11442  -0.483
C 0.08779 -24.26614 20.82390  -0.568
N -3.79597 -23.83687 18.71198  -0.072
H -3.64208 -26.18453 20.04830  0.440
H -4.52184 -24.92437 20.99742  0.006
H -2.90257 -25.55633 21.42884  0.471
H -2.52593 -23.36238 20.32525  -0.972
H -0.96253 -24.15241 18.49168  0.293
H -1.87547 -25.69834 18.48759  0.448
H 0.99810 -24.66536 21.27116  0.432
H -0.47168 -23.87933 21.67565  0.087
H 0.52642 -23.51065 20.17203  0.229
H -4.39543 -23.20228 19.21995  -0.221
H -3.22524 -23.26680 18.10422  -0.070
C -4.31659 -25.36746 24.53707  -0.816
C -5.26366 -26.04210 25.52098  0.898
C -5.95723 -27.29013 24.90361  -1.046
O -7.08270 -27.16549 24.02409  -0.421
C -6.73983 -26.97610 22.63588  -0.465
N -4.66494 -26.31110 26.78413  -0.517
H -4.83699 -24.98078 23.66085  -0.188
H -3.62042 -26.02339 24.01437  0.643
H -3.73752 -24.58176 25.02230  -0.192
H -6.08863 -25.36472 25.74162  0.011
H -6.40079 -28.02722 25.57298  0.362
H -5.18558 -27.85333 24.37878  0.406
H -6.26939 -26.01772 22.41613  0.057
H -7.65873 -27.11083 22.06528  0.282
H -6.11741 -27.82737 22.36014  0.389
H -4.02383 -27.06447 26.58039  0.283
H -5.32505 -26.74787 27.41149  0.300
C -7.75138 -18.24023 24.58797  -1.689
C -6.96612 -19.26887 25.44096  0.171
C -6.57314 -20.50473 24.62150  0.990
O -7.63645 -21.41295 24.33812  -0.594
C -7.16256 -22.51662 23.59117  -0.067
N -5.77523 -18.59664 25.97204  0.319
H -8.64823 -18.72912 24.20753  0.556
H -7.34611 -17.84276 23.65745  0.113
H -8.06461 -17.40810 25.21848  0.460
H -7.51954 -19.52910 26.34324  0.492
H -5.91206 -21.13711 25.21409  -0.366
H -6.05504 -20.20586 23.71026  -0.408
H -7.99909 -23.20538 23.47316  0.345
H -6.32465 -22.97970 24.11227  0.110
H -6.96805 -22.15477 22.58155  -0.175
H -5.35981 -17.96730 25.30013  -0.732
H -6.11027 -17.87058 26.58903  0.523

***

Entry 2:
This record from the OMol25 dataset describes a structure of composition C45H119B3F12N7O15 at a distorted geometry. The level of theory is ωB97M-V/def2-TZVPD.

Total charge = +3

Each line ends with the Mulliken charge.
Cartesian coordinates (Å):
C 0.37461 1.61325 -0.78260  0.811
C 0.23002 0.60361 0.42965  0.543
C -0.76556 -0.58707 0.08032  -0.195
O 1.47194 0.21368 0.98052  0.393
H 0.78311 1.07554 -1.63822  0.223
H 1.03867 2.44719 -0.55529  1.110
H -0.54145 2.19248 -0.89851  0.118
H -0.29678 1.19413 1.17923  -1.284
H -0.25090 -1.39461 -0.44036  -0.213
H -1.56231 -0.31435 -0.61171  0.485
H -1.25089 -0.92039 0.99763  -0.270
C -5.94472 -1.15230 3.24359  -0.708
O -4.77727 -0.64582 2.59799  -0.081
C -3.59893 -0.88939 3.35306  -2.056
C -2.39243 -1.13656 2.45456  -0.312
N -2.54828 -2.37166 1.54418  0.668
H -3.40276 -2.36567 1.00575  1.279
H -1.87788 -2.21339 0.80552  -0.604
C -2.37840 -3.83667 2.07101  -0.421
C -2.93636 -4.77588 0.98763  -0.001
O -4.27956 -4.37770 0.58952  -0.328
C -4.74324 -5.05006 -0.60743  -0.442
H -6.83680 -0.83468 2.70375  0.128
H -5.99883 -0.81725 4.27941  0.358
H -5.93061 -2.24199 3.26465  0.338
H -3.66700 -1.65201 4.12886  0.739
H -3.31407 -0.01109 3.93235  0.402
H -1.53643 -1.21238 3.12509  -0.616
H -2.17020 -0.29041 1.80439  -0.247
H -3.00358 -3.86725 2.96337  0.610
H -1.34568 -3.84064 2.41970  0.105
H -2.85266 -5.81131 1.31776  0.619
H -2.33798 -4.69349 0.08030  -0.059
H -5.62095 -4.47265 -0.89782  0.295
H -4.88122 -6.12225 -0.46787  0.351
H -4.00424 -4.81658 -1.37388  -0.050
C 0.45296 -2.19193 1.61395  1.759
O 0.94293 -3.12008 2.63624  -0.690
C 0.52480 -2.86585 3.96453  -0.692
C 1.42377 -1.80832 4.63580  0.057
N 2.87932 -2.20488 4.44133  -0.086
H 3.01985 -3.18495 4.64085  0.462
H 3.14553 -2.12857 3.47004  -0.043
C 3.83888 -1.27316 5.28956  -0.355
C 5.29355 -1.29737 4.76711  -1.030
O 5.35659 -0.65842 3.48886  0.081
C 6.49773 -1.01855 2.70521  -1.034
H 0.85036 -1.18116 1.70620  0.242
H -0.62765 -2.06411 1.67767  0.562
H 0.77736 -2.58340 0.64979  -1.226
H 0.63869 -3.79083 4.52981  0.703
H -0.53971 -2.69668 4.12671  -0.067
H 1.31158 -1.67147 5.71133  0.742
H 1.35995 -0.79919 4.22877  -0.088
H 3.76860 -1.64002 6.31356  0.514
H 3.37569 -0.28972 5.20952  0.452
H 5.45374 -2.35339 4.54970  0.470
H 6.13232 -1.03282 5.41100  0.455
H 6.24222 -1.84283 2.03934  0.378
H 7.35760 -1.27780 3.32287  0.424
H 6.81158 -0.26240 1.98560  0.245
C 2.97892 -1.17195 -4.09192  -1.545
O 3.11377 -1.73858 -2.77219  -0.476
C 1.82985 -1.79205 -2.24172  -1.231
C 1.98002 -1.94453 -0.73578  -0.729
N 2.79893 -0.76104 -0.15967  0.119
H 3.19205 -0.20365 -0.90455  -0.058
H 2.12919 -0.18843 0.33395  1.135
C 3.96291 -0.99846 0.83401  -1.548
C 3.96956 0.13163 1.82581  -0.885
O 4.07005 1.44934 1.20827  0.572
C 5.37583 1.79778 0.67987  -1.419
H 3.95827 -1.16661 -4.57041  0.363
H 2.74472 -0.10938 -4.02718  0.200
H 2.24467 -1.62098 -4.76076  0.836
H 1.25002 -2.65457 -2.57026  2.210
H 1.15322 -0.96156 -2.44310  -0.174
H 2.46747 -2.89103 -0.50202  0.190
H 1.01515 -1.93885 -0.22874  -0.077
H 4.90054 -1.12564 0.29293  0.490
H 3.74250 -1.95949 1.29870  0.899
H 4.72525 -0.06416 2.58653  -0.104
H 3.03349 0.15570 2.38376  1.030
H 5.43446 2.74273 0.13978  0.779
H 5.59145 0.98642 -0.01532  0.455
H 6.10854 1.63477 1.47024  0.154
C -2.36419 4.80358 -5.22349  -0.975
O -1.78873 3.85790 -4.36776  -0.294
C -1.51031 4.25671 -2.97967  -1.721
C -0.37556 3.39928 -2.54366  -0.619
N 0.82144 3.49910 -3.49018  0.574
H 0.48937 3.39079 -4.43785  0.599
H 1.17380 4.43628 -3.35737  1.002
C 2.00120 2.41979 -3.26618  -1.206
C 1.53026 0.99562 -3.62485  0.901
O 1.02890 0.98181 -4.98611  -0.638
C 1.02971 -0.37805 -5.50786  -1.129
H -3.41591 4.86255 -4.94331  0.344
H -2.19700 4.68809 -6.29438  0.275
H -1.90218 5.78716 -5.13850  0.351
H -2.46880 3.95593 -2.55666  0.300
H -1.43868 5.33855 -2.86749  0.838
H -0.65075 2.34832 -2.45500  -0.021
H -0.05713 3.73026 -1.55514  0.074
H 2.32483 2.53987 -2.23228  0.110
H 2.85689 2.79558 -3.82713  0.941
H 0.86200 0.58716 -2.86677  0.271
H 2.45795 0.44428 -3.47145  0.120
H 0.36781 -0.50703 -6.36421  0.507
H 0.72784 -1.12845 -4.77719  -0.387
H 2.03355 -0.58472 -5.87895  0.471
C -1.04888 1.12046 3.05225  -1.118
O -1.67645 0.94681 1.79546  0.771
C -1.97472 2.27471 1.35360  -0.861
C -2.87270 2.35416 0.09320  -0.424
N -4.26921 1.88714 0.53612  -0.025
H -4.46565 2.31696 1.42873  0.519
H -4.91380 2.36143 -0.08003  0.688
C -4.47007 0.41213 0.39695  0.165
C -5.93598 -0.00361 0.47871  -1.357
O -6.58768 0.46710 1.62552  -0.385
C -7.98923 0.38703 1.48623  -1.039
H -0.84528 0.11165 3.41133  0.999
H -1.69302 1.62738 3.77073  0.272
H -0.16510 1.75157 2.95871  -0.418
H -1.10946 2.90549 1.14980  -0.443
H -2.46475 2.81984 2.16033  1.155
H -2.53285 1.77534 -0.76561  -1.460
H -3.14943 3.36265 -0.21416  0.590
H -3.83757 -0.01040 1.17765  0.145
H -4.19217 0.09471 -0.60810  -0.092
H -6.08112 -1.08092 0.39846  0.603
H -6.38899 0.40416 -0.42495  0.684
H -8.44169 0.46299 2.47497  0.310
H -8.26220 -0.52450 0.95454  0.416
H -8.38823 1.17337 0.84548  0.304
C 3.51085 1.29134 4.58569  -1.609
O 2.64060 0.42180 3.82843  0.466
C 1.35420 0.87369 3.50211  -0.189
C 1.25582 2.14513 2.69118  -0.830
N 2.15541 2.02169 1.43917  1.588
H 3.09662 1.68790 1.59023  0.338
H 1.82243 1.27917 0.84094  -1.641
C 2.28476 3.30328 0.67667  -0.967
C 3.56689 4.10845 0.97788  -1.453
O 3.84275 3.96660 2.31724  -0.067
C 4.72918 4.88014 2.88921  -1.076
H 3.58066 2.22596 4.02918  0.383
H 4.56167 1.04928 4.74472  0.371
H 2.96956 1.51790 5.50426  0.537
H 0.87354 0.83552 4.47967  0.523
H 0.95093 0.04276 2.92329  -1.548
H 1.66096 2.93078 3.32893  0.478
H 0.26048 2.49704 2.41996  0.945
H 1.42299 3.96455 0.76716  0.596
H 2.22868 3.08624 -0.39003  0.180
H 3.36615 5.15372 0.74288  0.971
H 4.42240 3.76009 0.39921  0.100
H 4.87604 4.64218 3.94273  0.312
H 4.57828 5.93908 2.67949  0.331
H 5.69488 4.83179 2.38604  0.397
C -1.77674 1.29879 -2.39591  -0.466
O -1.49371 0.09775 -3.07290  -0.634
C -0.86034 -0.92067 -2.25879  2.433
C -0.80469 -2.26513 -2.96690  -2.104
N -2.19825 -2.69601 -3.36246  0.513
H -2.74303 -2.52793 -2.52875  0.478
H -2.54273 -2.11406 -4.11264  0.793
C -2.41026 -4.20775 -3.75582  -0.368
C -3.70394 -4.40091 -4.53723  -0.832
O -4.01637 -3.51973 -5.61121  -0.377
C -3.18197 -3.64070 -6.75242  -0.658
H -2.25682 2.05481 -3.01725  1.426
H -0.89343 1.73073 -1.92551  -1.156
H -2.47812 1.13494 -1.57780  0.314
H -1.39017 -1.14905 -1.33401  -0.544
H 0.15599 -0.58456 -2.05332  0.402
H -0.43382 -2.91606 -2.17517  0.527
H -0.16571 -2.20775 -3.84810  0.623
H -2.35804 -4.85051 -2.87706  0.151
H -1.59533 -4.47181 -4.42981  0.528
H -4.53001 -4.41082 -3.82617  0.236
H -3.84197 -5.42635 -4.88007  0.562
H -2.15751 -3.28293 -6.64957  0.244
H -3.56465 -2.89490 -7.44915  0.288
H -3.18816 -4.64341 -7.17977  0.338
B 1.18113 4.99585 -1.53754  0.194
F 1.65572 6.02021 -0.72535  -0.427
F 1.57324 5.31365 -2.82286  -0.292
F 1.60027 3.68876 -1.10693  -1.311
F -0.17797 5.11134 -1.45172  -0.422
B -1.02443 -3.29848 -0.54722  -1.033
F -0.76624 -3.69387 0.77478  -0.568
F 0.16540 -2.75348 -0.96590  -0.430
F -1.30331 -4.39457 -1.19779  -0.364
F -1.96433 -2.28192 -0.54183  0.175
B 3.41669 1.32039 -1.84186  -1.287
F 4.45788 0.41242 -1.63786  -0.373
F 3.40233 1.73485 -3.14625  -0.002
F 2.20862 0.77229 -1.49232  1.600
F 3.60876 2.49824 -1.13295  -0.111

***

Number 1: Kohn-Sham gap 5.32 eV, highest occupied orbital energy -9.913 eV. Number 2: Kohn-Sham gap 7.78 eV, highest occupied orbital energy -13.986 eV.